Entry 1:
Density functional theory data (the ωB97M-V functional and the def2-TZVPD basis) for a structure of composition C20H19NO7S.

```
48
Properties=species:S:1:pos:R:3:mulliken_charge:R:1
O 5.301 0.462 1.992 -0.626
O 6.033 -1.873 2.067 -0.664
O 7.619 -0.120 1.427 -0.725
O 4.627 1.725 -1.414 -0.524
O -6.013 0.899 -0.485 -0.461
O -4.416 -0.881 1.151 -0.526
O 5.898 -0.679 -0.236 -0.553
C 2.555 0.802 -0.803 -1.143
C 3.756 -1.547 0.118 -0.227
C -4.027 1.618 -1.526 -0.183
C 3.957 0.690 -0.874 0.091
C 4.561 -0.492 -0.323 0.492
C -4.651 0.831 -0.574 0.891
C 1.760 -0.281 -0.348 0.458
C 2.395 -1.448 0.150 0.371
C -2.674 1.579 -1.710 -1.526
C -0.459 0.719 -1.026 -1.015
C -3.862 -0.059 0.202 0.500
C 0.296 -0.246 -0.284 0.873
C -1.681 -1.037 0.695 -0.047
C -1.863 0.745 -0.895 0.642
C -2.458 -0.136 -0.001 -0.022
N -0.347 -1.119 0.536 0.080
C 5.645 2.365 -0.608 -0.785
C -6.524 2.233 -0.349 -0.906
C -5.473 -1.716 0.616 -0.739
C 1.597 -2.602 0.641 -1.180
C 0.377 -2.080 1.401 -0.742
S 6.199 -0.558 1.404 1.289
H 2.038 1.694 -1.106 0.359
H 4.219 -2.443 0.432 0.558
H -4.570 2.324 -2.118 0.319
H -2.222 2.213 -2.459 0.428
H 0.064 1.390 -1.694 0.433
H -2.134 -1.690 1.437 0.531
H 5.287 2.417 0.402 0.325
H 5.793 3.396 -0.954 0.288
H 6.628 1.919 -0.665 0.291
H -7.526 2.170 0.024 0.287
H -5.895 2.751 0.378 0.383
H -6.547 2.791 -1.262 0.305
H -5.279 -1.917 -0.455 0.349
H -5.486 -2.673 1.162 0.276
H -6.429 -1.277 0.841 0.249
H 2.185 -3.245 1.315 0.459
H 1.273 -3.167 -0.250 0.293
H 0.737 -1.558 2.293 0.340
H -0.266 -2.890 1.738 0.433
```

The spin multiplicity is 1. Its highest occupied orbital energy is -7.79 eV. The calculation puts the lowest unoccupied orbital energy at -1.96 eV. The calculation puts the energy above the lowest of the compared OMol25 structures with the same formula, charge and spin at 70.7 kcal per mole. For the molecular weight, the calculation gives 417.4 Da. The HOMO-LUMO gap comes out at 5.826 eV.

Entry 2:
Density functional theory data (the ωB97M-V functional and the def2-TZVPD basis) for a structure of composition C20H20Br2N4O4PmS.

```
52
Properties=species:S:1:pos:R:3:mulliken_charge:R:1
Pm 0.294 0.491 -0.428 1.372
N 2.463 1.840 -0.860 -0.458
C 2.838 1.878 -2.263 -0.630
C 2.004 2.867 -3.098 -0.566
C 0.660 2.329 -3.664 -0.795
N -0.340 1.942 -2.618 -0.402
H 2.045 2.702 -0.462 0.292
H 3.271 1.588 -0.248 0.246
H 2.786 0.849 -2.682 0.318
H 3.880 2.216 -2.284 0.433
H 2.606 3.154 -3.970 0.323
H 1.806 3.804 -2.514 0.268
H 0.853 1.468 -4.278 0.411
H 0.198 3.064 -4.305 0.404
H -1.075 1.470 -3.078 0.271
H -0.730 2.763 -2.238 0.246
C 2.299 1.977 2.772 -1.236
C 0.823 1.723 2.927 1.086
C 0.372 1.847 4.244 -0.887
C -0.978 1.824 4.568 -0.799
C -1.915 1.649 3.519 0.958
C -3.277 1.433 3.779 0.137
Br -3.969 1.475 5.499 -0.174
C -4.126 1.033 2.746 -0.430
C -3.635 0.921 1.409 -0.305
Br -4.645 0.623 -0.133 -0.102
C -2.258 1.294 1.077 0.439
O -1.808 1.189 -0.178 -0.683
C -1.387 1.505 2.172 0.226
N -0.063 1.557 1.936 -0.361
H 2.835 1.919 3.751 0.388
H 2.453 3.011 2.424 0.264
H 2.837 1.278 2.102 0.177
H 1.084 1.990 5.089 0.292
H -1.228 1.884 5.632 0.336
H -5.166 0.645 2.993 0.341
O 0.663 -1.487 0.593 -0.760
C 0.508 -2.166 -0.484 0.954
N 0.286 -1.529 -1.652 -0.338
S 0.091 -2.566 -2.958 1.041
O 1.314 -2.491 -3.775 -0.646
O -1.198 -2.408 -3.568 -0.580
C 0.050 -4.003 -1.883 0.262
C -0.509 -5.218 -2.203 -0.427
C -0.675 -6.195 -1.168 -0.484
C -0.363 -5.794 0.131 -0.576
C -0.068 -4.483 0.496 -0.788
C 0.345 -3.640 -0.559 0.169
H -0.788 -5.378 -3.254 0.388
H -1.005 -7.184 -1.414 0.438
H -0.496 -6.514 0.891 0.422
H 0.035 -4.147 1.467 0.523
```

The spin multiplicity is 5. Its highest occupied orbital energy (alpha / beta) is -10.35 / -10.35 eV. The calculation puts the lowest unoccupied orbital energy (alpha / beta) at -3.19 / -3.15 eV. The calculation puts the energy above the lowest of the compared OMol25 structures with the same formula, charge and spin at 0.0 kcal per mole. For the molecular weight, the calculation gives 717.3 Da. As for the charge: +1. The HOMO-LUMO gap (alpha / beta) comes out at 7.160 / 7.201 eV.

Entry 3:
Density functional theory data (the ωB97M-V functional and the def2-TZVPD basis) for a cluster of 2 separate species, C20H20F3INO5S in total.

```
51
Properties=species:S:1:pos:R:3:mulliken_charge:R:1
C -4.841 -2.271 1.717 -2.112
C -3.869 -1.109 1.542 2.272
C -4.191 -0.221 2.714 -1.562
C -2.432 -1.567 1.476 0.549
C -1.368 -0.649 1.376 -1.095
I -1.264 1.221 2.382 0.151
C -0.207 -0.981 0.673 0.776
C -0.037 -2.292 0.231 -0.479
C -0.952 -3.281 0.614 -0.987
C -2.155 -2.907 1.223 -0.620
O -4.117 -0.411 0.295 -0.517
S -2.821 0.420 -0.544 0.105
C -3.635 2.035 -0.683 0.695
F -3.650 2.709 0.509 -0.210
F -2.894 2.794 -1.573 -0.232
F -4.918 1.916 -1.128 -0.221
H -4.532 -2.822 2.618 0.418
H -5.860 -1.912 1.899 0.420
H -4.837 -2.974 0.882 0.458
H -3.857 -0.758 3.607 0.376
H -3.686 0.755 2.667 0.159
H -5.285 -0.073 2.772 0.438
H 0.554 -0.224 0.471 0.025
H 0.817 -2.538 -0.393 0.377
H -0.741 -4.344 0.442 0.358
H -2.902 -3.658 1.479 0.392
C 1.888 5.506 -2.472 -1.179
C 2.259 4.485 -1.425 -0.154
O 1.713 3.217 -1.857 -0.320
C 1.917 2.222 -0.948 0.753
C 1.721 0.910 -1.551 -0.964
C 2.626 -0.108 -1.207 1.090
C 3.307 -0.095 0.069 -0.324
C 4.120 -1.126 0.467 -0.572
C 4.258 -2.257 -0.351 -0.255
N 4.871 -3.399 0.244 0.944
O 4.979 -4.466 -0.404 -0.679
O 5.273 -3.282 1.430 -0.661
C 3.688 -2.276 -1.658 -0.312
C 2.897 -1.235 -2.089 -0.963
O 2.244 2.493 0.224 -0.738
H 2.322 6.486 -2.229 0.377
H 2.274 5.192 -3.449 0.297
H 0.797 5.605 -2.542 0.274
H 3.349 4.369 -1.346 0.266
H 1.843 4.746 -0.444 0.274
H 1.237 0.899 -2.529 0.303
H 3.147 0.748 0.739 0.491
H 4.618 -1.086 1.430 0.425
H 3.868 -3.156 -2.274 0.407
H 2.465 -1.249 -3.100 0.288
```

The spin multiplicity is 1. Its highest occupied orbital energy is -3.62 eV. The calculation puts the lowest unoccupied orbital energy at 2.22 eV. The calculation puts the energy above the lowest of the compared OMol25 structures with the same formula, charge and spin at 6.8 kcal per mole. For the molecular weight, the calculation gives 570.3 Da. As for the charge: -1. The HOMO-LUMO gap comes out at 5.843 eV.

Entry 4:
Density functional theory data (the ωB97M-V functional and the def2-TZVPD basis) for an isolated molecule of C20H20F3N3O3S.

```
50
Properties=species:S:1:pos:R:3:mulliken_charge:R:1
O -2.537 -0.368 -2.295 -0.694
O -2.772 -2.882 -2.392 -0.692
F -7.908 -1.387 4.543 -0.231
F -6.141 -2.742 4.051 -0.220
F -8.083 -2.706 2.800 -0.209
N 3.319 -0.691 0.624 -0.482
O -6.449 -0.909 2.886 -0.392
C 2.496 -0.204 -0.222 -1.098
C -5.422 -2.364 1.014 -0.425
C -4.970 -0.073 1.321 -0.095
C 0.337 -2.625 1.291 -1.077
C -4.526 -2.525 -0.017 -0.687
C -4.151 -0.151 0.189 -0.301
C -0.805 -2.616 0.552 -0.452
C 0.065 -0.767 -0.714 0.201
C -5.630 -1.177 1.791 0.352
C 1.246 -0.877 -0.090 1.602
C 1.396 -1.776 0.897 -0.285
C -3.770 -1.394 -0.341 0.024
C -0.912 -1.705 -0.557 -0.232
N 2.741 -1.712 1.345 -0.168
N 4.692 3.296 -1.304 0.190
C -7.170 -1.968 3.558 0.795
C 5.443 4.529 -1.618 -0.955
C 3.224 3.410 -1.257 -1.008
C 5.310 1.953 -1.159 -0.689
C 2.550 2.223 -0.603 -0.912
C 4.381 0.773 -1.631 -1.045
C 2.917 0.840 -1.210 0.890
S -2.479 -1.669 -1.605 1.238
H -5.934 -3.247 1.360 0.279
H -5.109 0.886 1.881 0.358
H 0.432 -3.379 2.117 0.297
H -4.399 -3.486 -0.468 0.523
H -3.608 0.820 -0.075 0.293
H -1.645 -3.234 0.819 0.455
H -0.127 0.074 -1.404 0.527
H 3.285 -2.358 1.922 0.192
H 5.104 5.110 -2.508 0.289
H 6.493 4.283 -1.796 0.334
H 5.316 5.319 -0.751 0.240
H 2.878 3.640 -2.250 0.396
H 2.944 4.310 -0.663 0.449
H 5.663 1.824 -0.074 0.209
H 6.184 1.830 -1.785 0.452
H 1.463 2.324 -0.431 0.427
H 2.907 2.349 0.497 0.303
H 4.797 -0.223 -1.251 0.297
H 4.560 0.690 -2.724 0.380
H 2.402 0.735 -2.261 0.354
```

The spin multiplicity is 1. Its highest occupied orbital energy is -7.65 eV. The calculation puts the lowest unoccupied orbital energy at 0.25 eV. The calculation puts the energy above the lowest of the compared OMol25 structures with the same formula, charge and spin at 118.0 kcal per mole. For the molecular weight, the calculation gives 439.5 Da. As for the SMILES: CN1CCC(c2n[nH]c3ccc(S(=O)(=O)c4ccc(OC(F)(F)F)cc4)cc23)CC1. The HOMO-LUMO gap comes out at 7.896 eV.